The following is a DFT calculation (ωB97M-V/def2-TZVPD) of a gas-phase ion, C22H36ClN2O6 (charge +1) in a non-equilibrium geometry.

Properties
net charge	+1
orbital gap	8.168	eV
SMILES string	C=CC(=O)OCCCCCC[C@@]1(CCCCOC(C)=O)[NH2+][C@H]([C@H](Cl)CC)[C@@H](N=C=O)O1
E_LUMO	-2.98	eV

```
67
C22H36ClN2O6 (ωB97M-V/def2-TZVPD)
C 2.8646 4.3859 2.5365
C 3.0840 3.0630 2.2659
C 2.4120 2.2048 1.2714
O 2.9789 1.5161 0.4672
O 1.0556 2.1101 1.3545
C 0.3171 3.3345 1.3071
C 0.4830 4.0879 -0.0092
C -0.6836 3.9209 -0.9950
C -1.1604 2.4668 -1.1500
C -0.5638 1.7863 -2.3920
C -1.1417 0.4006 -2.6878
C -0.8977 -0.6544 -1.6190
C 0.4274 -0.5996 -0.8739
C 1.6530 -0.6272 -1.8047
C 2.3565 -1.9817 -1.9235
C 2.5927 -2.7087 -0.6195
O 3.2329 -1.8372 0.3060
C 3.4924 -2.3961 1.5107
C 3.3600 -1.4666 2.6781
O 3.8116 -3.5408 1.6430
N -2.0889 -0.5653 -0.6058
C -2.8729 -1.8046 -0.8676
C -3.8635 -2.2387 0.1839
Cl -5.3689 -1.2975 -0.0024
C -3.3320 -2.2316 1.6256
C -3.2740 -0.8409 2.2905
C -1.6819 -2.7215 -1.1827
N -2.0127 -4.0682 -1.5607
C -1.5658 -4.9481 -0.8292
O -1.1566 -5.7924 -0.1524
O -1.0308 -1.9653 -2.1669
H 3.0728 5.1958 1.8409
H 2.5280 4.6926 3.5255
H 3.8726 2.5530 2.8204
H -0.7220 3.0201 1.4018
H 0.4986 3.9682 2.1758
H 0.5503 5.1461 0.2536
H 1.4253 3.8645 -0.5111
H -1.5073 4.5940 -0.7666
H -0.3170 4.2262 -1.9768
H -2.2464 2.4907 -1.3154
H -1.0073 1.8692 -0.2509
H -0.8385 2.4168 -3.2384
H 0.5248 1.7664 -2.3470
H -0.6411 0.0248 -3.5812
H -2.1995 0.4807 -2.9491
H 0.4669 0.3281 -0.2979
H 0.4268 -1.4025 -0.1361
H 1.3210 -0.3493 -2.8060
H 2.3275 0.1630 -1.4872
H 1.8594 -2.6599 -2.6174
H 3.3375 -1.7854 -2.3632
H 3.1485 -3.6259 -0.8069
H 1.6331 -3.0399 -0.2023
H 3.3026 -0.4228 2.3839
H 4.2373 -1.6180 3.3042
H 2.5026 -1.7640 3.2792
H -1.6513 -0.5305 0.3170
H -2.7130 0.2321 -0.7291
H -3.3686 -1.7505 -1.8377
H -4.1203 -3.2688 -0.0590
H -2.3168 -2.6334 1.5708
H -3.9447 -2.9226 2.1959
H -2.2522 -0.5734 2.5713
H -3.8308 -0.8546 3.2223
H -3.6498 -0.0506 1.6443
H -1.1354 -2.7712 -0.2256
```